No. 1
Formula: C10H13NO3P
Source: OMol25
Level of theory: ωB97M-V/def2-TZVPD

Gap between HOMO and LUMO (spin up / spin down) ... 0.1695 / 0.2531 hartree
Electronic energy ... -27500.1303 eV
<S²> ... 2.02
E_HOMO (spin up / spin down) ... -0.04535 / -0.18984 Eh
Energy relative to the best compared isomer or geometry (same formula, charge and spin) ... 0.000 eV

Structure (ORCA input):
```
! RIJCOSX wB97M-V def2-TZVPD def2/J DEFGRID3
* xyz -1 3
C -1.317 3.418 0.214
C -0.122 3.033 -0.439
C -2.013 2.399 0.868
C 0.233 1.726 -0.583
C -1.586 1.109 0.713
C -0.548 0.672 -0.062
C 1.872 -1.842 1.227
C 1.844 -0.537 0.473
C 0.546 -2.642 0.833
C -0.176 -0.726 -0.225
N -0.578 -1.702 0.652
O 1.379 -1.320 -2.460
O -0.790 -2.542 -2.202
O -0.980 -0.057 -2.724
P -0.001 -1.287 -2.050
H -1.692 4.341 0.362
H 0.637 3.701 -0.939
H -2.899 2.606 1.628
H 1.106 1.622 -1.113
H -2.053 0.300 1.153
H 2.595 -2.555 0.878
H 1.772 -1.771 2.247
H 1.735 0.381 0.931
H 2.485 -0.368 -0.471
H 0.906 -3.174 -0.029
H 0.316 -3.516 1.670
H -1.702 0.071 -2.081
H -0.969 -1.341 1.528
*
```


No. 2
Formula: C10H13NOS
Source: OMol25
Level of theory: ωB97M-V/def2-TZVPD

Gap between HOMO and LUMO ... 0.3466 hartree
Electronic energy ... -24950.9900 eV
E_HOMO ... -0.32017 Eh
Energy relative to the best compared isomer or geometry (same formula, charge and spin) ... 3.472 eV
Structure (SMILES) ... Cc1ccsc1[C@H]1NC(=O)C1(C)C

Structure (ORCA input):
```
! RIJCOSX wB97M-V def2-TZVPD def2/J DEFGRID3
* xyz 0 1
C 2.234 -0.775 0.906
C 1.265 0.119 1.611
C 1.672 1.081 2.562
C 0.682 1.919 2.984
S -0.745 1.672 2.120
C -0.062 0.310 1.315
C -1.125 -0.608 0.054
N -2.408 -0.055 0.049
C -2.368 0.290 -1.324
O -3.246 0.744 -1.976
C -0.980 -0.294 -1.423
C -0.621 -1.643 -2.149
C 0.034 0.758 -1.827
H 2.286 -0.489 -0.227
H 3.165 -0.491 1.388
H 1.820 -1.747 0.742
H 2.604 0.949 3.028
H 0.726 2.729 3.606
H -1.026 -1.731 0.390
H -2.959 0.099 0.896
H -0.554 -1.428 -3.165
H -1.390 -2.400 -2.041
H 0.220 -2.190 -1.650
H -0.088 0.939 -3.001
H 1.035 0.482 -1.479
H -0.171 1.759 -1.392
*
```


No. 3
Formula: C10H13NOS2
Source: OMol25
Level of theory: ωB97M-V/def2-TZVPD

Gap between HOMO and LUMO ... 0.3330 hartree
Electronic energy ... -35785.3676 eV
E_HOMO ... -0.31980 Eh
Energy relative to the best compared isomer or geometry (same formula, charge and spin) ... 3.139 eV

Structure (ORCA input):
```
! RIJCOSX wB97M-V def2-TZVPD def2/J DEFGRID3
* xyz 0 1
C 3.880 0.823 0.398
C 2.824 1.584 0.880
C 3.643 -0.338 -0.341
C 1.509 1.149 0.614
C 2.293 -0.648 -0.729
C 1.204 0.085 -0.266
C -0.158 -0.314 -0.726
C -1.937 -2.621 1.427
C -2.945 1.416 -1.478
C -1.469 -0.002 0.591
N -0.395 -1.133 -1.616
O -1.512 2.755 0.441
S -2.643 -1.270 0.410
S -2.431 1.613 0.374
H 4.836 1.115 0.822
H 2.961 2.489 1.342
H 4.499 -0.941 -0.412
H 0.557 1.666 0.825
H 2.198 -1.484 -1.526
H -0.903 -2.885 1.203
H -2.520 -3.477 1.057
H -2.066 -2.206 2.354
H -2.156 0.770 -1.956
H -3.151 2.340 -1.989
H -3.933 0.922 -1.563
H -0.871 0.076 1.450
H -1.315 -1.486 -1.588
*
```


No. 4
Formula: C10H13O2
Source: OMol25
Level of theory: ωB97M-V/def2-TZVPD

Gap between HOMO and LUMO ... 0.2696 hartree
Electronic energy ... -14676.7007 eV
E_HOMO ... -0.15080 Eh
Energy relative to the best compared isomer or geometry (same formula, charge and spin) ... 0.905 eV

Structure (ORCA input):
```
! RIJCOSX wB97M-V def2-TZVPD def2/J DEFGRID3
* xyz -1 1
C 1.779 2.475 1.791
C 0.676 3.352 1.089
O -0.183 2.771 0.360
O 0.738 4.559 1.371
H 1.683 2.378 2.884
H 2.785 2.826 1.595
H 1.550 1.483 1.415
C -0.910 0.373 -1.410
C 0.371 0.669 -2.192
C -0.896 -0.913 -0.612
C 0.009 -0.880 0.443
C -1.657 -2.043 -0.830
C 0.121 -2.009 1.235
C -1.342 -3.267 -0.225
C -0.427 -3.225 0.838
H -1.223 1.253 -0.851
H -1.624 0.181 -2.236
H 0.345 0.587 -3.294
H 0.264 0.080 0.842
H -2.553 -1.928 -1.446
H 0.735 -1.919 2.109
H -2.016 -4.083 -0.449
H -0.182 -4.151 1.345
H 1.058 -0.132 -1.888
H 0.900 1.564 -1.887
*
```


Copy entry 2 word for word.
Formula: C10H13NOS
Source: OMol25
Level of theory: ωB97M-V/def2-TZVPD

Gap between HOMO and LUMO ... 0.3466 hartree
Electronic energy ... -24950.9900 eV
E_HOMO ... -0.32017 Eh
Energy relative to the best compared isomer or geometry (same formula, charge and spin) ... 3.472 eV
Structure (SMILES) ... Cc1ccsc1[C@H]1NC(=O)C1(C)C

Structure (ORCA input):
```
! RIJCOSX wB97M-V def2-TZVPD def2/J DEFGRID3
* xyz 0 1
C 2.234 -0.775 0.906
C 1.265 0.119 1.611
C 1.672 1.081 2.562
C 0.682 1.919 2.984
S -0.745 1.672 2.120
C -0.062 0.310 1.315
C -1.125 -0.608 0.054
N -2.408 -0.055 0.049
C -2.368 0.290 -1.324
O -3.246 0.744 -1.976
C -0.980 -0.294 -1.423
C -0.621 -1.643 -2.149
C 0.034 0.758 -1.827
H 2.286 -0.489 -0.227
H 3.165 -0.491 1.388
H 1.820 -1.747 0.742
H 2.604 0.949 3.028
H 0.726 2.729 3.606
H -1.026 -1.731 0.390
H -2.959 0.099 0.896
H -0.554 -1.428 -3.165
H -1.390 -2.400 -2.041
H 0.220 -2.190 -1.650
H -0.088 0.939 -3.001
H 1.035 0.482 -1.479
H -0.171 1.759 -1.392
*
```


Question: Which formula does entry 4 have?
Answer: C10H13O2


Question: What is the formula in the fourth record?
Answer: C10H13O2


Question: Which of these has the highest electronic energy?
Answer: C10H13O2